[1]
ORCA calculation (ωB97M-V with the def2-TZVPD basis set) on C4H7N3 in the gas phase.

Properties
- DFT total energy (hartree) = -320.75180

```
! RIJCOSX wB97M-V def2-TZVPD def2/J DEFGRID3
* xyz 0 1
N -2.514 -0.590 0.125
C -1.346 0.167 -0.003
C -0.102 -0.601 0.072
C 1.054 0.084 0.151
N 2.473 -0.350 0.140
C 1.947 1.094 0.254
N -1.305 1.446 -0.117
H -3.347 -0.140 -0.229
H -2.447 -1.555 -0.165
H -0.111 -1.684 0.141
H 2.798 -0.773 -0.728
H 2.899 -0.749 0.970
H 2.246 1.810 -0.499
H -2.246 1.841 -0.113
*
```

***

[2]
ORCA calculation (ωB97M-V with the def2-TZVPD basis set) on C4H7N3 in the gas phase.

Properties
- DFT total energy (hartree) = -320.72751

```
! RIJCOSX wB97M-V def2-TZVPD def2/J DEFGRID3
* xyz 0 1
C -0.364 0.221 -1.902
N 0.127 1.485 -1.323
C 0.051 0.305 -0.469
N 1.244 -0.306 0.014
N 0.845 -0.868 1.282
C -0.494 -0.357 1.656
C -0.959 0.328 0.626
H 0.815 -1.899 1.254
H -1.407 0.228 -2.224
H 0.312 -0.349 -2.536
H 1.109 1.618 -1.559
H 1.544 -0.630 1.993
H -0.906 -0.603 2.626
H -1.919 0.827 0.562
*
```

***

[3]
ORCA calculation (ωB97M-V with the def2-TZVPD basis set) on C4H7N3 in the gas phase at a distorted geometry.

Properties
- DFT total energy (hartree) = -320.86754
- SMILES = [H]/N=C(\C#N)NCC

```
! RIJCOSX wB97M-V def2-TZVPD def2/J DEFGRID3
* xyz 0 1
H 0.724 -1.305 -2.659
N 0.544 -0.570 -1.981
C -0.214 -0.985 -1.040
C -0.735 -2.354 -0.977
N -1.119 -3.445 -0.951
N -0.623 -0.208 0.001
C -0.122 1.138 0.214
C 0.641 1.263 1.528
H -1.171 -0.642 0.727
H 0.526 1.362 -0.636
H -0.959 1.847 0.187
H 1.485 0.566 1.554
H -0.005 1.053 2.389
H 1.029 2.280 1.646
*
```

***

Looking at relative energy (zero: lowest compared OMol25 entry of this formula, charge and spin) for the records above, in order, we have 82.5; 97.8; 9.9 kcal per mole.
Looking at frontier orbital gap for the records above, in order, we have 7.9340; 7.4152; 10.3856 eV.